# 1
Below is a structure of composition C32H30BrFNO5P2RuS, with properties calculated with the ωB97M-V functional and the def2-TZVPD basis.

Results
- total charge = 0
- 2S+1 = 2
- E_HOMO (spin up / spin down) (eV) = -8.13 / -8.60
- energy relative to the best compared isomer or geometry (same formula, charge and spin) (eV) = 3.8671
- E (eV) = -150152.2779

Cartesian coordinates (Å):
Ru -0.284 -0.061 -0.329
O -0.453 1.525 3.362
S -0.937 1.469 2.003
O -2.002 2.387 1.711
O -1.292 0.039 1.653
O 0.208 1.747 1.013
O -4.913 4.153 -0.321
C -4.171 3.044 -0.485
C -3.060 2.984 -1.318
C -2.369 1.798 -1.408
N -2.678 0.689 -0.715
C -3.753 0.778 0.076
Br -4.334 -0.722 1.043
C -4.555 1.893 0.185
H -4.476 4.909 -0.727
H -2.724 3.850 -1.873
H -1.540 1.694 -2.101
H -5.410 1.904 0.842
C 1.979 -1.499 2.737
C 2.049 0.010 2.463
P 2.020 0.441 0.679
C 2.654 2.100 0.294
C 3.560 2.782 1.093
C 4.084 3.991 0.660
C 3.706 4.520 -0.565
C 2.785 3.846 -1.356
C 2.260 2.639 -0.930
C 3.511 -0.458 0.040
C 3.567 -0.645 -1.341
C 4.680 -1.219 -1.933
C 5.741 -1.644 -1.142
C 5.689 -1.469 0.232
C 4.587 -0.865 0.822
C 0.726 -2.162 2.153
P 0.990 -2.298 0.340
C 1.762 -3.959 0.206
C 3.128 -4.070 -0.030
C 3.713 -5.326 -0.124
C 2.936 -6.465 0.010
C 1.571 -6.353 0.245
C 0.981 -5.104 0.342
C -0.613 -2.624 -0.476
C -0.555 -2.543 -1.880
C -1.687 -2.768 -2.642
C -2.877 -3.115 -2.022
C -2.931 -3.243 -0.640
C -1.816 -2.979 0.137
H 1.988 -1.641 3.819
H 2.865 -2.001 2.340
H 2.965 0.419 2.899
H 1.212 0.519 2.936
H 3.862 2.381 2.052
H 4.803 4.516 1.276
H 4.133 5.454 -0.907
H 2.482 4.260 -2.308
H 1.535 2.106 -1.539
H 2.725 -0.325 -1.949
H 4.725 -1.333 -3.008
H 6.607 -2.106 -1.599
H 6.514 -1.798 0.852
H 4.590 -0.703 1.892
H -0.155 -1.547 2.334
H 0.579 -3.157 2.578
H 3.730 -3.177 -0.147
H 4.776 -5.409 -0.309
H 3.388 -7.444 -0.080
H 0.961 -7.241 0.350
H -0.084 -5.018 0.520
H 0.389 -2.309 -2.357
H -1.636 -2.668 -3.717
H -3.772 -3.274 -2.608
H -3.860 -3.506 -0.154
H -1.879 -3.034 1.216
F -0.065 0.202 -2.376

# 2
Below is a structure of composition C32H30BrN5O4SV, with properties calculated with the ωB97M-V functional and the def2-TZVPD basis.

Results
- total charge = 0
- 2S+1 = 4
- E_HOMO (spin up / spin down) (eV) = -6.24 / -7.53
- energy relative to the best compared isomer or geometry (same formula, charge and spin) (eV) = 0.5978
- E (eV) = -155875.5724

Cartesian coordinates (Å):
V -0.437 -1.769 0.137
C 0.623 4.610 1.671
O 0.487 5.145 0.344
C 1.379 4.697 -0.585
C 2.185 5.623 -1.222
C 3.090 5.218 -2.191
C 3.174 3.873 -2.528
C 2.342 2.946 -1.915
C 1.431 3.348 -0.939
N 0.493 2.482 -0.323
C 0.596 1.109 -0.201
N 1.858 0.691 -0.029
C 2.411 -0.623 0.046
C 1.644 -1.797 0.015
C 2.431 -2.976 0.046
C 3.816 -2.990 0.150
C 4.519 -1.791 0.212
C 3.806 -0.616 0.141
O 4.424 0.616 0.204
C 5.437 0.833 -0.779
N -0.441 0.300 -0.240
C -1.732 0.945 -0.338
C -2.241 1.617 0.777
C -3.446 2.301 0.746
C -4.182 2.310 -0.434
C -3.707 1.626 -1.539
C -2.494 0.942 -1.505
O -2.156 0.356 -2.693
C -1.326 -0.799 -2.757
H 0.417 5.421 2.365
H 1.635 4.239 1.840
H -0.084 3.802 1.848
H 2.096 6.664 -0.929
H 3.723 5.949 -2.680
H 3.876 3.541 -3.285
H 2.375 1.906 -2.217
H -0.433 2.857 -0.217
H 2.553 1.414 0.055
H 1.945 -3.946 -0.001
H 4.352 -3.933 0.198
H 5.599 -1.776 0.320
H 6.240 0.101 -0.696
H 5.843 1.826 -0.606
H 5.016 0.782 -1.786
H -1.649 1.582 1.686
H -3.805 2.815 1.633
H -5.125 2.843 -0.494
H -4.266 1.601 -2.469
H -1.381 -1.149 -3.783
H -1.731 -1.583 -2.111
H -0.292 -0.593 -2.506
O -2.599 -1.805 0.257
N -3.170 -1.458 1.423
C -4.515 -1.300 1.419
C -5.197 -0.948 2.545
C -4.477 -0.743 3.725
C -3.115 -0.901 3.714
C -2.417 -1.262 2.543
S -0.700 -1.434 2.471
H -4.971 -1.466 0.455
H -6.275 -0.837 2.500
H -4.988 -0.456 4.639
H -2.520 -0.748 4.607
Br -0.492 -7.033 2.522
C -0.524 -5.952 0.980
C -0.521 -6.526 -0.272
C -0.559 -5.672 -1.359
C -0.589 -4.311 -1.149
N -0.557 -3.743 0.070
C -0.540 -4.578 1.129
H -0.485 -7.602 -0.395
H -0.562 -6.060 -2.369
H -0.599 -3.637 -1.994
H -0.518 -4.115 2.104

# 3
Below is a structure of composition C32H30CuGeN2O3, with properties calculated with the ωB97M-V functional and the def2-TZVPD basis.

Results
- total charge = +1
- E_HOMO (eV) = -10.58
- energy relative to the best compared isomer or geometry (same formula, charge and spin) (eV) = 2.7429
- E (eV) = -143941.7453

Cartesian coordinates (Å):
Cu 0.398 0.417 -1.319
O 2.405 -0.108 -0.621
C 2.570 0.119 0.792
C 1.265 0.692 1.382
O 0.975 0.616 2.546
O 0.534 1.353 0.506
C 3.535 1.276 1.069
C 3.869 1.532 2.338
C 4.662 2.726 2.743
C 4.901 3.736 1.595
C 4.733 3.205 0.214
C 4.068 2.076 -0.024
C 3.105 -1.137 1.443
C 4.371 -1.550 1.031
C 4.932 -2.704 1.544
C 4.237 -3.459 2.474
C 2.984 -3.045 2.890
C 2.413 -1.891 2.377
H 2.823 -0.953 -0.837
H 3.515 0.891 3.133
H 5.544 2.425 3.312
H 5.859 4.252 1.688
H 5.158 3.780 -0.595
H 3.968 1.704 -1.032
H 4.926 -0.953 0.320
H 5.914 -3.014 1.224
H 4.674 -4.363 2.876
H 2.446 -3.626 3.622
H 1.446 -1.566 2.722
N -1.358 -1.824 -0.424
N -1.381 -0.724 -1.345
H -2.262 -2.294 -0.370
H -1.124 -1.487 0.505
H -2.164 -0.079 -1.174
H -1.497 -1.121 -2.278
C 3.771 3.778 3.458
C 3.736 4.609 2.155
C 2.472 4.442 1.379
C 1.394 3.826 1.871
C 1.352 3.332 3.239
C 2.459 3.295 3.978
Ge -0.027 3.249 0.598
C -2.005 3.253 0.902
C -2.817 2.688 -0.076
C -4.194 2.744 0.043
C -4.771 3.385 1.129
C -3.966 3.964 2.096
C -2.587 3.901 1.983
C 0.265 3.475 -1.371
C 1.169 2.674 -2.068
C 1.340 2.826 -3.437
C 0.615 3.784 -4.124
C -0.281 4.589 -3.439
C -0.467 4.422 -2.076
H 4.324 4.288 4.249
H 3.983 5.670 2.246
H 2.470 4.823 0.364
H 0.407 2.983 3.631
H 2.453 2.879 4.975
H -2.354 2.222 -0.941
H -4.822 2.307 -0.721
H -5.846 3.443 1.210
H -4.416 4.476 2.932
H -1.959 4.370 2.729
H 1.845 2.029 -1.516
H 2.056 2.211 -3.960
H 0.773 3.927 -5.182
H -0.834 5.351 -3.967
H -1.164 5.056 -1.543

# 4
Below is a cluster of 6 separate species, C32H30N6O8 in total, with properties calculated with the ωB97M-V functional and the def2-TZVPD basis.

Results
- total charge = +1
- 2S+1 = 2
- E_HOMO (spin up / spin down) (eV) = -11.10 / -10.73
- E (eV) = -58969.1158

Cartesian coordinates (Å):
N -0.081 0.384 0.653
C -0.247 1.185 -0.418
C 0.522 0.653 -1.392
C 1.104 -0.561 -0.952
C 0.654 -0.732 0.290
H -0.483 0.613 1.551
H -0.785 2.122 -0.429
H 0.670 1.211 -2.305
H 1.886 -1.115 -1.450
H 0.929 -1.557 0.930
N -1.792 0.592 -5.205
C -1.061 -0.042 -6.148
C -0.445 -1.126 -5.561
C -0.731 -0.987 -4.175
C -1.479 0.134 -4.008
H -2.479 1.302 -5.415
H -1.218 0.400 -7.121
H 0.250 -1.844 -5.969
H -0.371 -1.617 -3.375
H -1.946 0.547 -3.126
C 3.098 6.314 -0.664
C 2.537 5.130 -1.083
C 1.410 4.623 -0.415
C 0.896 5.342 0.746
C 1.486 6.539 1.037
C 2.490 7.117 0.345
N -0.225 4.806 1.468
O -0.482 3.603 1.372
O -1.005 5.563 2.022
H 4.010 6.626 -1.151
H 3.096 4.701 -1.901
H 0.880 3.713 -0.652
H 1.066 7.037 1.898
H 2.857 8.070 0.696
C -3.537 -2.962 6.402
C -3.469 -1.598 6.210
C -2.409 -1.143 5.477
C -1.571 -2.045 4.769
C -1.814 -3.411 4.858
C -2.775 -3.929 5.701
N -0.459 -1.497 3.913
O 0.158 -2.270 3.270
O -0.417 -0.260 3.772
H -4.391 -3.247 6.999
H -4.016 -0.806 6.700
H -2.310 -0.068 5.483
H -1.041 -4.003 4.390
H -3.016 -4.977 5.603
C -4.049 -0.499 1.576
C -4.675 -0.112 0.419
C -4.565 1.157 -0.144
C -3.715 2.098 0.562
C -3.033 1.705 1.754
C -3.208 0.425 2.200
N -3.519 3.481 0.204
O -3.447 3.744 -0.970
O -3.729 4.306 0.996
H -4.196 -1.523 1.886
H -5.218 -0.861 -0.139
H -5.236 1.405 -0.953
H -2.434 2.402 2.323
H -2.691 0.150 3.107
C 3.581 -5.838 -2.034
C 4.696 -6.256 -2.789
C 5.729 -5.348 -3.177
C 5.665 -4.052 -2.762
C 4.625 -3.645 -1.939
C 3.551 -4.473 -1.635
N 6.633 -3.133 -3.317
O 6.582 -3.035 -4.569
O 7.448 -2.578 -2.507
H 2.747 -6.510 -1.900
H 4.663 -7.275 -3.144
H 6.510 -5.673 -3.849
H 4.643 -2.607 -1.641
H 2.695 -3.983 -1.195

# 5
Below is a structure of composition C32H31AsN7O2Os, with properties calculated with the ωB97M-V functional and the def2-TZVPD basis.

Results
- total charge = +3
- E_HOMO (spin up / spin down) (eV) = -15.85 / -15.85
- energy relative to the best compared isomer or geometry (same formula, charge and spin) (eV) = 2.3839
- E (eV) = -111490.6300

Cartesian coordinates (Å):
Os -0.617 -0.354 0.214
C -1.066 3.341 -0.494
O -0.385 2.256 0.138
C 0.779 2.539 0.805
C 1.218 3.827 1.093
C 2.393 4.030 1.800
C 3.151 2.945 2.226
C 2.740 1.666 1.936
C 1.557 1.429 1.215
N 1.182 0.128 0.863
N 2.086 -0.747 1.094
C 2.151 -2.036 0.857
C 1.172 -2.771 0.038
O 0.208 -2.167 -0.520
C 1.354 -4.165 -0.128
C 2.375 -4.832 0.485
C 3.336 -4.158 1.285
C 4.371 -4.863 1.920
C 5.347 -4.196 2.641
C 5.316 -2.806 2.722
C 4.295 -2.090 2.118
C 3.270 -2.748 1.421
H -1.494 4.023 0.246
H -1.869 2.897 -1.082
H -0.398 3.897 -1.157
H 0.646 4.683 0.779
H 2.714 5.035 2.022
H 4.061 3.103 2.781
H 3.318 0.820 2.266
H 0.642 -4.682 -0.753
H 2.470 -5.899 0.352
H 4.401 -5.938 1.831
H 6.140 -4.746 3.123
H 6.097 -2.281 3.250
H 4.304 -1.013 2.163
N -4.013 -2.586 -1.259
C -3.390 -2.117 -0.175
N -2.506 -1.200 -0.542
C -2.636 -1.161 -1.909
N -3.552 -1.993 -2.345
C -1.793 -0.340 -2.750
C -1.984 -0.255 -4.142
N -1.186 0.482 -4.866
C -0.196 1.133 -4.303
C 0.020 1.034 -2.924
N -0.784 0.309 -2.165
H -4.737 -3.293 -1.334
H -3.594 -2.450 0.824
H -2.781 -0.798 -4.631
H 0.433 1.738 -4.941
H 0.848 1.540 -2.449
C -3.073 -0.661 3.079
As -1.451 0.284 2.529
C -0.200 -0.408 3.868
C -1.742 2.168 3.175
C -2.433 2.156 4.489
C -3.834 2.224 4.557
C -4.476 2.261 5.777
C -3.734 2.198 6.958
C -2.340 2.129 6.903
C -1.698 2.099 5.682
H -3.322 -0.422 4.115
H -2.890 -1.735 3.017
H -3.919 -0.396 2.441
H -0.659 -0.395 4.860
H 0.721 0.179 3.895
H 0.053 -1.443 3.622
H -2.336 2.690 2.420
H -0.751 2.626 3.249
H -4.408 2.279 3.642
H -5.550 2.341 5.822
H -4.237 2.195 7.912
H -1.767 2.103 7.817
H -0.617 2.072 5.639

# 6
Below is a structure of composition C32H31BFeIN8S, with properties calculated with the ωB97M-V functional and the def2-TZVPD basis.

Results
- total charge = -1
- 2S+1 = 5
- E_HOMO (spin up / spin down) (eV) = -3.76 / -4.30
- energy relative to the best compared isomer or geometry (same formula, charge and spin) (eV) = 0.2169
- E (eV) = -99605.8013

Cartesian coordinates (Å):
Fe -0.804 1.385 0.075
C -0.912 5.207 1.449
C -1.263 4.244 0.495
N -0.491 3.113 0.794
N 0.545 3.486 1.675
C 0.274 4.757 2.035
B 1.791 2.742 2.127
N 2.146 1.692 1.126
C 3.360 1.211 0.901
C 3.292 0.416 -0.242
C 1.974 0.561 -0.757
N 1.261 1.349 0.066
N 1.735 2.445 3.685
C 2.115 1.269 4.297
C 2.012 1.430 5.649
C 1.542 2.746 5.823
N 1.307 3.386 4.636
H -1.348 6.181 1.478
H -1.983 4.152 -0.242
H 1.040 5.347 2.605
H 2.712 3.514 2.045
H 4.196 1.539 1.462
H 4.122 -0.049 -0.773
H 1.695 0.179 -1.711
H 2.433 0.367 3.766
H 2.356 0.718 6.462
H 1.285 3.239 6.762
I -3.887 1.911 -0.496
C -3.936 0.501 1.168
C -5.187 0.275 1.660
C -5.406 -0.891 2.347
C -4.369 -1.738 2.722
C -3.101 -1.525 2.256
C -2.038 -2.421 2.638
C -0.743 -2.119 2.340
C -0.525 -1.089 1.412
C -1.535 -0.083 1.063
C -2.843 -0.339 1.517
H -5.973 0.965 1.423
H -6.371 -1.040 2.851
H -4.563 -2.635 3.276
H -2.278 -3.310 3.142
H 0.134 -2.672 2.719
H 0.483 -0.957 1.004
C 0.952 -4.329 -1.348
N 2.153 -4.736 -0.662
C 3.043 -5.670 -0.997
S 3.521 -6.693 0.358
N 3.402 -5.781 -2.301
C 3.908 -4.636 -3.095
H 0.052 -4.771 -0.885
H 0.827 -4.762 -2.345
H 0.770 -3.233 -1.378
H 1.977 -4.685 0.317
H 3.788 -6.711 -2.564
H 4.947 -4.613 -3.027
H 3.627 -3.641 -2.678
H 3.457 -4.693 -4.120
C -1.089 3.028 -5.217
C -0.273 3.457 -4.150
C -0.326 2.683 -2.993
C -0.888 1.380 -2.943
C -1.045 0.577 -1.733
C -1.457 -0.679 -1.945
C -2.047 -1.186 -3.092
C -2.027 -0.337 -4.196
C -1.481 0.906 -4.122
C -1.612 1.704 -5.291
H -0.857 3.502 -6.192
H 0.233 4.397 -4.261
H 0.122 3.118 -2.097
H -1.469 -1.432 -1.132
H -2.256 -2.286 -3.171
H -2.197 -0.607 -5.280
H -2.006 1.277 -6.186

Please write out number 6 again, unchanged.
Below is a structure of composition C32H31BFeIN8S, with properties calculated with the ωB97M-V functional and the def2-TZVPD basis.

Results
- total charge = -1
- 2S+1 = 5
- E_HOMO (spin up / spin down) (eV) = -3.76 / -4.30
- energy relative to the best compared isomer or geometry (same formula, charge and spin) (eV) = 0.2169
- E (eV) = -99605.8013

Cartesian coordinates (Å):
Fe -0.804 1.385 0.075
C -0.912 5.207 1.449
C -1.263 4.244 0.495
N -0.491 3.113 0.794
N 0.545 3.486 1.675
C 0.274 4.757 2.035
B 1.791 2.742 2.127
N 2.146 1.692 1.126
C 3.360 1.211 0.901
C 3.292 0.416 -0.242
C 1.974 0.561 -0.757
N 1.261 1.349 0.066
N 1.735 2.445 3.685
C 2.115 1.269 4.297
C 2.012 1.430 5.649
C 1.542 2.746 5.823
N 1.307 3.386 4.636
H -1.348 6.181 1.478
H -1.983 4.152 -0.242
H 1.040 5.347 2.605
H 2.712 3.514 2.045
H 4.196 1.539 1.462
H 4.122 -0.049 -0.773
H 1.695 0.179 -1.711
H 2.433 0.367 3.766
H 2.356 0.718 6.462
H 1.285 3.239 6.762
I -3.887 1.911 -0.496
C -3.936 0.501 1.168
C -5.187 0.275 1.660
C -5.406 -0.891 2.347
C -4.369 -1.738 2.722
C -3.101 -1.525 2.256
C -2.038 -2.421 2.638
C -0.743 -2.119 2.340
C -0.525 -1.089 1.412
C -1.535 -0.083 1.063
C -2.843 -0.339 1.517
H -5.973 0.965 1.423
H -6.371 -1.040 2.851
H -4.563 -2.635 3.276
H -2.278 -3.310 3.142
H 0.134 -2.672 2.719
H 0.483 -0.957 1.004
C 0.952 -4.329 -1.348
N 2.153 -4.736 -0.662
C 3.043 -5.670 -0.997
S 3.521 -6.693 0.358
N 3.402 -5.781 -2.301
C 3.908 -4.636 -3.095
H 0.052 -4.771 -0.885
H 0.827 -4.762 -2.345
H 0.770 -3.233 -1.378
H 1.977 -4.685 0.317
H 3.788 -6.711 -2.564
H 4.947 -4.613 -3.027
H 3.627 -3.641 -2.678
H 3.457 -4.693 -4.120
C -1.089 3.028 -5.217
C -0.273 3.457 -4.150
C -0.326 2.683 -2.993
C -0.888 1.380 -2.943
C -1.045 0.577 -1.733
C -1.457 -0.679 -1.945
C -2.047 -1.186 -3.092
C -2.027 -0.337 -4.196
C -1.481 0.906 -4.122
C -1.612 1.704 -5.291
H -0.857 3.502 -6.192
H 0.233 4.397 -4.261
H 0.122 3.118 -2.097
H -1.469 -1.432 -1.132
H -2.256 -2.286 -3.171
H -2.197 -0.607 -5.280
H -2.006 1.277 -6.186

- Look up the total charge of the first one.
  0

- Among the records above, which one has the highest total charge?
  C32H31AsN7O2Os